{"formula": "C2H6O3P2", "method": "ωB97M-V/def2-TZVPD", "largest_force_ev_per_a": 3.0, "total_charge": -2, "gap_ha": [0.0926, 0.0924], "e_above_lowest_kj_mol": 222.1, "homo_ha": [0.0608, 0.0608], "total_energy_ev": -26889.5858, "multiplicity": 1, "symbols": ["C", "C", "O", "O", "O", "P", "P", "H", "H", "H", "H", "H", "H"], "positions_angstrom": [[-0.389, -0.504, -0.111], [-0.803, 0.828, -0.876], [1.766, 1.752, -1.482], [0.803, 2.257, 0.663], [-0.096, 3.467, -1.355], [1.060, 1.493, 2.045], [0.460, 2.143, -0.936], [-0.336, -0.487, 0.985], [-1.075, -1.331, -0.547], [0.570, -0.847, -0.508], [-1.030, 0.486, -2.026], [0.732, -10.698, 4.706], [-1.659, 1.441, -0.557]], "mulliken_charge": [-0.99, -0.43, -0.75, -0.15, -0.77, -0.18, 0.92, 0.28, 0.28, 0.29, 0.23, -1.00, 0.27]}



{"formula": "C2H4NO3P", "method": "ωB97M-V/def2-TZVPD", "largest_force_ev_per_a": 3.4, "total_charge": -2, "gap_ha": 0.2172, "e_above_lowest_kj_mol": 339.9, "homo_ha": 0.0218, "total_energy_ev": -19057.0274, "multiplicity": 1, "symbols": ["C", "C", "N", "O", "O", "O", "P", "H", "H", "H", "H"], "positions_angstrom": [[-1.278, -0.033, -0.197], [-1.534, -0.929, 0.743], [-1.606, 0.367, -1.328], [0.675, 2.245, -0.279], [0.619, 1.156, 1.899], [3.644, -1.673, -0.803], [0.554, 0.936, 0.414], [-0.743, -1.299, 1.554], [3.664, -0.749, -1.009], [-2.558, -1.230, 0.767], [-1.438, 1.211, -1.761]], "mulliken_charge": [0.50, -0.85, -0.76, -0.63, -0.64, -1.16, 0.60, 0.19, 0.16, 0.29, 0.29]}



{"formula": "F5LiSr2", "method": "ωB97M-V/def2-TZVPD", "largest_force_ev_per_a": 3.7, "gap_ha": 0.2581, "e_above_lowest_kj_mol": 0.0, "homo_ha": -0.3050, "total_energy_ev": -15467.3199, "multiplicity": 1, "symbols": ["Sr", "Sr", "Li", "F", "F", "F", "F", "F"], "positions_angstrom": [[2.001, 1.769, -1.431], [-1.083, -0.981, 2.008], [-1.799, -0.666, -0.681], [-2.404, 0.762, 1.216], [-0.294, 2.343, -1.568], [0.824, -2.631, 1.146], [2.731, -0.570, -0.615], [0.023, -0.026, -0.075]], "mulliken_charge": [1.69, 1.63, 0.91, -0.87, -0.89, -0.83, -0.86, -0.79]}



{"formula": "C3H5NO2", "method": "ωB97M-V/def2-TZVPD", "largest_force_ev_per_a": 1.0, "gap_ha": 0.3903, "e_above_lowest_kj_mol": 52.5, "homo_ha": -0.3634, "total_energy_ev": -8777.1505, "multiplicity": 1, "smiles": "NC(=O)CC=O", "symbols": ["N", "C", "O", "C", "C", "O", "H", "H", "H", "H", "H"], "positions_angstrom": [[-1.805, -0.395, 0.026], [-0.776, 0.490, 0.022], [-0.885, 1.633, -0.383], [0.545, -0.068, 0.497], [1.615, 0.108, -0.526], [2.480, -0.725, -0.608], [-1.685, -1.355, 0.300], [-2.697, -0.075, -0.319], [0.526, -1.124, 0.785], [1.022, 0.483, 1.337], [1.662, 1.029, -1.132]], "mulliken_charge": [-0.38, 0.58, -0.60, -0.37, -0.04, -0.47, 0.20, 0.23, 0.20, 0.26, 0.39]}



{"formula": "C25H30Cl2N6O3", "method": "ωB97M-V/def2-TZVPD", "largest_force_ev_per_a": 2.0, "gap_ha": 0.3205, "e_above_lowest_kj_mol": 0.0, "homo_ha": -0.3205, "total_energy_ev": -66541.5590, "multiplicity": 1, "smiles": "COc1cc(-c2nc(C)nc3[nH]c(C)c(C#N)c23)c(Cl)cc1Cl.CNC(=O)[C@H](CC(C)C)NC(C)=O", "symbols": ["C", "O", "C", "C", "C", "C", "N", "C", "C", "N", "C", "N", "C", "C", "C", "C", "N", "C", "C", "Cl", "C", "C", "Cl", "H", "H", "H", "H", "H", "H", "H", "H", "H", "H", "H", "H", "C", "N", "C", "O", "C", "C", "C", "C", "C", "N", "C", "C", "O", "H", "H", "H", "H", "H", "H", "H", "H", "H", "H", "H", "H", "H", "H", "H", "H", "H", "H"], "positions_angstrom": [[4.424, -1.047, -2.772], [3.244, -1.639, -2.212], [2.748, -1.138, -1.026], [3.260, -0.002, -0.364], [2.713, 0.458, 0.849], [3.255, 1.677, 1.473], [3.235, 2.794, 0.735], [3.688, 3.936, 1.257], [3.627, 5.161, 0.407], [4.201, 4.039, 2.485], [4.243, 2.925, 3.196], [4.738, 2.790, 4.469], [4.643, 1.469, 4.886], [5.101, 0.967, 6.229], [4.074, 0.757, 3.850], [3.832, -0.655, 3.857], [3.644, -1.804, 3.882], [3.799, 1.703, 2.757], [1.611, -0.222, 1.397], [0.806, 0.339, 2.846], [1.104, -1.349, 0.749], [1.653, -1.804, -0.453], [0.937, -3.197, -1.234], [4.714, -1.592, -3.674], [4.241, -0.003, -3.047], [5.256, -1.093, -2.062], [4.090, 0.557, -0.782], [3.734, 6.058, 1.022], [4.433, 5.138, -0.330], [2.668, 5.205, -0.116], [5.123, 3.562, 5.004], [4.910, -0.105, 6.336], [6.174, 1.140, 6.351], [4.566, 1.492, 7.027], [0.261, -1.875, 1.186], [-6.491, -3.592, -4.090], [-5.328, -2.873, -3.571], [-5.034, -2.730, -2.271], [-5.743, -3.208, -1.390], [-3.767, -1.919, -1.907], [-3.840, -1.236, -0.519], [-2.505, -0.783, 0.105], [-1.887, 0.455, -0.548], [-2.751, -0.449, 1.578], [-3.310, -0.999, -2.969], [-3.939, 0.026, -3.550], [-5.276, 0.533, -3.043], [-3.428, 0.566, -4.516], [-6.800, -3.167, -5.046], [-7.324, -3.516, -3.387], [-6.241, -4.645, -4.225], [-4.703, -2.442, -4.235], [-2.992, -2.681, -1.821], [-4.267, -1.964, 0.171], [-4.531, -0.397, -0.546], [-1.792, -1.606, 0.052], [-1.516, 0.215, -1.542], [-2.626, 1.253, -0.615], [-1.039, 0.804, 0.042], [-3.474, 0.363, 1.661], [-3.135, -1.325, 2.100], [-1.821, -0.146, 2.055], [-2.403, -1.188, -3.368], [-5.119, 1.100, -2.128], [-5.705, 1.194, -3.795], [-5.964, -0.286, -2.860]], "mulliken_charge": [-0.83, -0.48, 0.56, -0.46, -0.06, 0.18, -0.64, 0.40, -1.15, -0.70, -1.21, 0.06, 0.38, -1.34, 1.01, -0.56, -0.62, 1.46, 0.80, -0.23, -1.05, 0.54, -0.20, 0.24, 0.33, 0.34, 0.47, 0.36, 0.25, 0.33, 0.23, 0.35, 0.33, 0.34, 0.51, -0.99, -0.13, 0.10, -0.67, 0.06, -1.17, 1.43, -1.41, -1.41, -0.15, 0.70, -0.97, -0.68, 0.35, 0.34, 0.31, 0.29, 0.36, 0.42, 0.26, -0.08, 0.27, 0.30, 0.40, 0.41, 0.44, 0.18, 0.25, 0.23, 0.35, 0.31]}



{"formula": "C13H18N5O5RhS", "method": "ωB97M-V/def2-TZVPD", "largest_force_ev_per_a": 2.2, "total_charge": 2, "gap_ha": [0.2667, 0.1120], "e_above_lowest_kj_mol": 85.7, "homo_ha": [-0.5059, -0.5059], "total_energy_ev": -45286.0310, "multiplicity": 5, "symbols": ["Rh", "C", "O", "C", "O", "N", "N", "H", "H", "H", "H", "H", "H", "N", "C", "C", "N", "C", "C", "N", "H", "H", "H", "H", "H", "C", "C", "C", "C", "C", "C", "C", "S", "O", "O", "O", "H", "H", "H", "H", "H", "H", "H"], "positions_angstrom": [[-0.036, 0.200, 0.679], [4.754, 0.068, 3.148], [3.978, -0.107, 1.958], [2.684, -0.017, 1.923], [2.106, -0.084, 0.831], [1.981, 0.220, 3.068], [0.577, 0.299, 2.980], [5.787, 0.028, 2.809], [4.584, -0.738, 3.864], [4.567, 1.039, 3.608], [2.396, 0.062, 3.982], [0.229, 1.126, 3.470], [0.111, -0.533, 3.359], [-1.823, 5.246, -1.145], [-0.910, 4.547, -0.488], [-0.979, 3.121, -0.329], [-0.040, 2.477, 0.307], [0.997, 3.127, 0.834], [1.042, 4.515, 0.725], [0.118, 5.168, 0.080], [-2.626, 4.819, -1.578], [-1.706, 6.247, -1.216], [-1.827, 2.566, -0.710], [1.786, 2.573, 1.318], [1.839, 5.092, 1.173], [-0.946, -4.638, -4.154], [-1.317, -3.740, -3.037], [-2.468, -3.973, -2.275], [-2.764, -3.168, -1.188], [-1.948, -2.090, -0.914], [-0.785, -1.839, -1.626], [-0.490, -2.651, -2.704], [-2.447, -0.928, 0.386], [-1.457, -1.221, 1.465], [-3.804, -1.130, 0.724], [-2.082, 0.405, -0.149], [-1.577, -5.522, -4.193], [0.103, -4.931, -4.098], [-1.058, -4.099, -5.100], [-3.140, -4.780, -2.528], [-3.634, -3.338, -0.575], [-0.144, -0.975, -1.367], [0.373, -2.444, -3.319]], "mulliken_charge": [0.48, -0.84, -0.30, 0.84, -0.58, -0.08, -0.53, 0.25, 0.37, 0.39, 0.27, 0.29, 0.34, -0.37, 0.46, -0.29, -0.07, -0.09, -0.49, -0.57, 0.20, 0.26, 0.50, 0.25, 0.38, -1.29, 0.82, -0.69, -0.53, 0.43, -0.02, -1.00, 1.85, -0.73, -0.57, -0.52, 0.40, 0.39, 0.38, 0.43, 0.53, 0.59, 0.46]}